# 1
An isolated molecule of C2H6N2O at a distorted geometry, computed with the ωB97M-V functional and the def2-TZVPD basis.

Last column: Löwdin charge in e.
Element x y z (Å)
C1 -1.03782 -0.65089 -0.02201  -0.0393
N1 0.20604 0.12804 -0.09238  -0.2639
N2 0.09395 1.47710 -0.14347  0.0592
C2 1.42361 -0.51347 -0.12208  -0.3273
O1 2.47805 0.08756 -0.03440  0.0080
H1 -1.53291 -0.40583 0.91219  0.0880
H2 -1.66780 -0.46449 -0.85009  0.0707
H3 -0.75536 -1.67715 0.01426  0.0644
H4 0.34909 1.91012 0.78362  0.1244
H5 -0.83640 1.74822 -0.40223  0.0771
H6 1.27955 -1.63920 -0.04341  0.1386

Cartesian forces, eV/Å:
C 1.5 0.8 1.2
N -0.5 -3.0 -0.4
N 1.1 2.3 1.3
C -0.4 0.8 1.0
O -0.3 -0.8 -0.4
H -0.4 0.0 0.1
H -0.7 0.2 -1.0
H 0.0 -0.9 -0.1
H -0.5 -0.5 -1.3
H -0.3 0.0 -0.1
H 0.4 1.0 -0.4

Results
2S+1	1
molar mass	74.08	g mol⁻¹
largest force on an atom	0.059	Eh/bohr
relative energy (zero: lowest compared OMol25 entry of this formula, charge and spin)	47.58	kcal per mole
E_HOMO	-8.71	eV
frontier orbital gap	9.459	eV
LUMO	0.8	eV
calculated total energy	-7197.724	eV



# 2
The ion C6H11N2O with charge +1 at a distorted geometry, computed with the ωB97M-V functional and the def2-TZVPD basis.

Last column: Löwdin charge in e.
Element x y z (Å)
C1 1.53678 1.35160 -0.26330  -0.0391
C2 0.19713 1.10589 -0.94105  -0.0666
C3 -0.15657 -0.02777 -1.66497  -0.1086
N1 0.69488 -1.09579 -1.79621  0.1297
C4 0.82053 -1.82101 -0.78564  -0.1016
N2 0.11103 -1.47137 0.42139  0.1148
C5 -0.85295 -0.45464 0.43808  -0.3463
C6 -0.93904 0.42765 1.66307  0.0271
O1 -1.96635 -0.88863 -0.20204  0.1027
H1 1.70306 0.39981 0.10815  0.0352
H2 1.63299 2.15241 0.50774  0.1116
H3 2.36898 1.60057 -0.87294  0.0862
H4 -0.43810 1.97710 -0.97217  0.1254
H5 -1.08262 -0.25060 -2.13645  0.1356
H6 1.40001 -2.82525 -0.73493  0.1833
H7 0.44103 -1.88007 1.22142  0.1199
H8 -1.14537 -0.29646 2.43728  0.1049
H9 -1.73665 1.22318 1.66274  0.1301
H10 -0.05088 0.86498 2.11249  0.0998
H11 -2.53789 -0.09162 -0.20268  0.1560

Cartesian forces, eV/Å:
C -1.2 0.9 0.1
C 0.1 0.5 -0.6
C 2.0 1.0 0.5
N 0.4 0.2 -0.1
C -0.4 -2.0 1.4
N -0.3 1.2 -3.0
C 1.2 -1.2 -0.4
C -0.9 0.3 0.3
O -0.2 1.9 1.2
H 1.3 -1.6 1.5
H -1.0 -0.8 -0.3
H 0.5 -0.1 -1.4
H -0.6 -0.1 -0.1
H -0.8 0.7 -0.4
H -0.8 2.1 -0.1
H 0.9 -0.8 2.5
H -0.8 -0.4 0.5
H 0.7 -1.1 -0.3
H 0.5 0.1 -1.0
H -0.5 -0.7 -0.2

Results
2S+1	1
molar mass	127.17	g mol⁻¹
largest force on an atom	0.063	Eh/bohr
relative energy (zero: lowest compared OMol25 entry of this formula, charge and spin)	83.78	kcal per mole
E_HOMO	-13.76	eV
frontier orbital gap	9.293	eV
net charge	+1
LUMO	-4.5	eV
calculated total energy	-11418.534	eV



# 3
A structure of composition C36H46N5O8S5SiYb, computed with the ωB97M-V functional and the def2-TZVPD basis.

Last column: Löwdin charge in e.
Element x y z (Å)
Yb1 0.76041 0.78005 -0.51636  1.4751
O1 4.51146 0.75642 2.62637  0.1213
C1 3.93131 0.61339 1.42130  -0.4628
O2 2.74092 0.64760 1.28875  0.0224
C2 4.97609 0.44025 0.33880  -0.1149
O3 4.45388 0.46263 -0.95266  -0.1486
C3 4.25576 -0.83448 -1.52199  -0.0984
C4 3.27289 -1.64905 -0.64519  -0.6488
O4 3.71555 -2.67148 -0.10874  0.0002
O5 2.13165 -1.13116 -0.52753  -0.1885
H1 3.80436 0.84032 3.28079  0.1223
H2 5.68185 1.26989 0.44042  0.1421
H3 5.50673 -0.49582 0.54976  0.1466
H4 3.82920 -0.66103 -2.50917  0.1157
H5 5.21516 -1.35439 -1.60311  0.1181
C5 4.11792 3.32942 -2.07917  -0.0728
C6 3.66586 3.66772 -0.70367  -0.6420
N1 2.84007 3.00145 0.02692  -0.0209
C7 2.51999 3.66051 1.19273  -0.4040
C8 3.18614 4.83656 1.37083  -0.3667
S1 4.19769 5.16483 0.03025  1.0273
C9 1.51447 3.18214 2.14635  -0.3530
C10 1.38500 3.74696 3.37794  -0.3685
S2 0.04071 3.08512 4.20386  1.0389
C11 -0.26067 2.03387 2.84218  -0.6177
N2 0.58830 2.18891 1.86632  0.0206
C12 -1.43076 1.13815 2.90342  -0.1123
H6 3.93872 2.27736 -2.27265  0.0564
H7 5.17586 3.56304 -2.20744  0.0749
H8 3.54252 3.92562 -2.78995  0.0725
H9 3.07255 5.55041 2.16779  0.0654
H10 1.98667 4.51296 3.83576  0.0628
H11 -1.80827 1.06503 3.92486  0.0768
H12 -1.21047 0.14942 2.51076  0.0471
H13 -2.20838 1.54222 2.25142  0.0410
S3 0.41035 3.83050 -0.94735  0.6556
C13 -1.26316 4.10245 -1.28218  -0.7642
C14 -1.57525 5.39800 -1.78372  -0.3205
N3 -1.77907 6.46534 -2.17234  0.1288
C15 -2.25187 3.18872 -1.06159  -0.7698
S4 -2.02017 1.58783 -0.42432  0.5474
C16 -3.60277 3.53307 -1.34003  -0.3221
N4 -4.71314 3.78572 -1.53154  0.1229
C17 1.34003 -3.28960 2.34644  -0.0177
C18 0.45683 -2.09064 2.69182  -0.5930
C19 -0.69111 -2.54563 3.60523  -0.0359
C20 1.29089 -1.02785 3.43744  -0.0183
O6 -0.05797 -1.49400 1.48503  -0.2196
Si1 -1.25913 -2.12435 0.49825  -0.1706
S5 -0.88314 -1.51309 -1.42242  0.3088
O7 -2.56950 -1.47184 1.27789  -0.1710
C21 -3.97496 -1.57881 1.06259  -0.6381
C22 -4.47533 -2.86629 1.72925  -0.0294
C23 -4.61779 -0.36903 1.74069  -0.0402
C24 -4.34462 -1.56252 -0.42019  -0.0451
O8 -1.43558 -3.75960 0.73197  -0.1693
C25 -1.39740 -4.90875 -0.10795  -0.6541
C26 0.02215 -5.13658 -0.63204  -0.0317
C27 -2.36654 -4.79451 -1.28615  -0.0513
C28 -1.82425 -6.08030 0.78004  -0.0384
H14 1.92553 -3.58953 3.21978  0.0859
H15 2.01765 -3.03700 1.53041  0.0725
H16 0.71407 -4.12454 2.03501  0.0609
H17 -0.27906 -2.98570 4.51637  0.0838
H18 -1.30383 -3.28686 3.09464  0.0696
H19 -1.32630 -1.69719 3.86882  0.0786
H20 0.99826 -0.96617 4.48822  0.0825
H21 1.14436 -0.05424 2.98096  0.0441
H22 2.35465 -1.26963 3.38591  0.0766
H23 -5.53282 -3.02755 1.50679  0.0794
H24 -3.89210 -3.71090 1.36576  0.0577
H25 -4.34348 -2.80275 2.81237  0.0818
H26 -4.33179 -0.32710 2.79467  0.0793
H27 -5.70566 -0.43541 1.66596  0.0811
H28 -4.28849 0.54210 1.24007  0.0553
H29 -3.91565 -2.42071 -0.93762  0.0546
H30 -3.94760 -0.66040 -0.88482  0.0546
H31 -5.43193 -1.57526 -0.52940  0.0844
H32 0.38272 -4.22149 -1.10644  0.0689
H33 0.03031 -5.94604 -1.36499  0.0803
H34 0.70085 -5.39412 0.18191  0.0753
H35 -2.10191 -3.93193 -1.89546  0.0362
H36 -3.38978 -4.66824 -0.92499  0.0746
H37 -2.32059 -5.69983 -1.89542  0.0810
H38 -1.16904 -6.14408 1.65132  0.0799
H39 -1.77514 -7.01961 0.22458  0.0797
H40 -2.84801 -5.93456 1.12970  0.0735
C29 1.23104 0.90349 -3.01974  -0.2438
C30 0.47380 1.89471 -3.75544  -0.3588
C31 1.08266 3.01714 -4.35443  -0.0793
C32 0.36626 3.94204 -5.07525  -0.0528
C33 -1.01569 3.79527 -5.24746  -0.2671
C34 -1.64759 2.69425 -4.64929  -0.0407
C35 -0.92349 1.77016 -3.93519  -0.0623
C36 -1.73153 4.71667 -6.05515  -0.2270
N5 -2.28121 5.45113 -6.75568  0.1037
H41 2.30246 0.95447 -3.23110  0.0119
H42 0.84506 -0.10472 -3.19042  0.0013
H43 2.15396 3.14195 -4.24714  0.0824
H44 0.86524 4.78829 -5.53241  0.1068
H45 -2.71944 2.58541 -4.76451  0.1150
H46 -1.42541 0.92542 -3.47566  0.0882

Cartesian forces, eV/Å:
Yb -0.1 0.0 -0.6
O 0.3 -0.1 0.1
C -0.2 0.0 -0.1
O 0.0 -0.1 0.1
C 0.0 0.0 -0.1
O 0.0 0.1 0.0
C -0.2 -0.1 0.2
C 0.5 0.2 -0.3
O -0.2 0.0 0.1
O -0.5 0.4 -0.1
H -0.2 0.0 0.0
H 0.0 0.0 0.1
H 0.0 0.0 0.0
H 0.0 0.0 0.0
H 0.0 0.0 0.0
C -0.1 0.0 -0.1
C 0.3 0.5 0.1
N -0.2 -0.3 -0.1
C 0.4 0.4 0.0
C 0.0 0.0 -0.1
S -0.2 -0.4 0.0
C -0.1 0.0 0.4
C -0.1 -0.2 0.1
S 0.1 -0.2 -0.4
C 0.3 0.5 0.2
N 0.0 -0.1 0.0
C -0.2 -0.1 -0.1
H 0.0 0.0 0.0
H 0.0 -0.1 0.0
H 0.0 0.0 0.0
H 0.0 0.0 0.0
H 0.0 0.0 -0.1
H 0.0 0.0 0.0
H 0.0 0.0 0.0
H 0.0 0.0 0.0
S 0.0 -0.5 -0.1
C 0.0 -0.4 0.1
C -0.2 0.4 -0.2
N 0.0 -0.1 0.1
C 0.5 0.2 0.2
S 0.3 -0.3 -0.2
C -0.5 0.2 -0.1
N 0.1 0.0 0.0
C -0.2 0.1 -0.2
C 0.1 -0.1 0.4
C 0.0 0.1 -0.2
C 0.0 0.0 -0.2
O 0.1 -0.3 0.2
Si -0.1 0.4 -0.4
S 0.1 0.2 0.4
O -0.3 0.0 0.0
C -0.2 0.0 0.1
C 0.2 0.1 -0.1
C 0.1 0.0 -0.1
C 0.2 0.1 0.1
O -0.1 0.0 0.0
C 0.2 -0.3 -0.1
C -0.1 0.2 0.1
C 0.0 0.2 0.2
C 0.0 0.1 0.0
H 0.0 0.0 0.0
H 0.1 0.0 0.0
H 0.0 -0.1 0.0
H 0.0 0.0 0.0
H -0.1 0.0 0.0
H 0.0 0.0 0.0
H 0.0 0.0 0.0
H 0.0 0.0 0.1
H 0.0 0.0 0.0
H 0.0 0.0 0.0
H 0.0 -0.1 0.0
H 0.0 0.0 0.0
H 0.0 0.0 0.0
H 0.0 0.0 0.0
H 0.0 0.0 0.0
H 0.0 0.0 0.0
H 0.0 0.0 0.0
H 0.0 0.0 0.0
H 0.0 0.0 0.0
H 0.0 0.0 0.0
H 0.0 0.0 0.0
H 0.0 0.0 -0.1
H 0.0 0.0 0.0
H 0.0 0.0 0.0
H 0.0 0.0 0.0
H 0.0 0.0 0.0
H 0.0 0.0 0.0
C 0.0 0.0 0.8
C -0.1 0.1 -0.3
C 0.0 -0.1 0.1
C -0.2 0.1 -0.1
C 0.3 -0.3 0.3
C -0.1 0.1 -0.2
C 0.2 -0.1 0.1
C -0.2 0.3 -0.3
N 0.0 0.0 0.0
H 0.0 0.0 0.0
H 0.1 -0.1 0.0
H 0.0 0.0 0.0
H 0.0 0.0 0.0
H 0.0 -0.1 0.0
H 0.0 0.0 0.0

Results
2S+1	2
molar mass	1038.25	g mol⁻¹
largest force on an atom	0.015	Eh/bohr
E_HOMO (spin up / spin down)	-1.58 / -1.58	eV
frontier orbital gap (spin up / spin down)	4.955 / 4.953	eV
net charge	-2
LUMO (spin up / spin down)	3.4 / 3.4	eV
calculated total energy	-155503.323	eV



# 4
An isolated molecule of C7H8O4 at a distorted geometry, computed with the ωB97M-V functional and the def2-TZVPD basis.

Last column: Löwdin charge in e.
Element x y z (Å)
O1 -0.06847 -2.17702 0.65191  0.0769
C1 0.55742 -1.04877 0.23074  -0.2270
C2 1.97206 -0.92544 0.19840  -0.0340
C3 2.53314 0.22603 -0.17463  -0.1224
C4 1.75289 1.31821 -0.46896  -0.0784
C5 0.37087 1.29939 -0.28527  -0.0055
C6 -0.23386 0.06923 -0.04240  -0.0320
C7 -1.83738 0.09719 -0.13745  -0.6210
O2 -2.37930 -0.91603 0.54514  0.1056
O3 -2.17192 0.28724 -1.49626  0.0661
O4 -2.29531 1.28519 0.51513  0.0242
H1 0.54739 -2.84646 0.60293  0.0790
H2 2.57548 -1.76610 0.54539  0.1204
H3 3.61790 0.32956 -0.07291  0.1180
H4 2.25766 2.21077 -0.88279  0.1130
H5 -0.28404 2.11254 -0.44490  0.1089
H6 -1.73829 -1.62518 0.60895  0.0726
H7 -3.01768 0.77644 -1.35306  0.1263
H8 -2.15858 1.29322 1.46004  0.1095

Cartesian forces, eV/Å:
O -1.6 1.4 0.0
C 0.5 1.8 -0.1
C -2.1 -2.6 1.0
C 1.6 1.3 0.1
C -0.3 2.0 -0.5
C 1.4 -1.7 -0.8
C -1.3 0.1 -0.1
C 3.2 1.9 1.0
O -1.3 -1.2 0.0
O -1.2 0.1 1.8
O -0.3 0.4 -1.4
H 1.8 -2.7 0.0
H -0.1 0.1 -0.2
H -0.3 0.0 -0.5
H -0.4 -0.4 0.6
H -0.2 0.9 -0.3
H 0.1 -0.5 0.0
H 0.5 -0.4 -0.9
H 0.2 -0.6 0.3

Results
2S+1	1
molar mass	156.14	g mol⁻¹
largest force on an atom	0.074	Eh/bohr
relative energy (zero: lowest compared OMol25 entry of this formula, charge and spin)	10.70	kcal per mole
E_HOMO	-8.88	eV
frontier orbital gap	9.453	eV
LUMO	0.6	eV
calculated total energy	-15578.114	eV



# 5
A cluster of 2 separate species, C5H6BrF in total at a distorted geometry, computed with the ωB97M-V functional and the def2-TZVPD basis.

Last column: Löwdin charge in e.
Element x y z (Å)
C1 1.77063 -2.54838 -0.13824  0.0476
C2 0.78736 -1.57768 -0.27995  -0.3412
C3 0.87459 -0.27160 0.12391  -0.6191
C4 -1.12028 1.04836 -0.67096  -0.1043
C5 -1.21403 2.19298 0.19776  -0.1159
F1 -2.16456 0.23604 -0.47219  -0.0046
Br1 2.32482 0.74376 -0.16653  0.7485
H1 1.59523 -3.55564 -0.09248  0.0200
H2 2.84863 -2.22738 0.09410  0.0768
H3 -0.12939 -2.03367 -0.33214  0.0618
H4 -0.41629 2.86546 -0.18468  0.0893
H5 -0.99141 1.80606 1.16608  0.0823
H6 -2.18548 2.54754 0.22859  0.0588

Cartesian forces, eV/Å:
C 2.2 4.4 0.3
C 2.8 -2.4 0.5
C -2.1 1.2 0.0
C 0.7 -2.4 -0.4
C 2.3 0.2 -0.8
F 0.1 0.3 0.0
Br 1.3 0.6 -0.2
H -0.7 -2.3 -0.1
H -1.7 -0.5 -0.4
H -2.7 -0.4 -0.5
H -0.8 0.1 0.8
H 0.4 -0.1 1.0
H -2.0 1.2 -0.1

Results
2S+1	1
molar mass	165.01	g mol⁻¹
largest force on an atom	0.096	Eh/bohr
relative energy (zero: lowest compared OMol25 entry of this formula, charge and spin)	128.93	kcal per mole
E_HOMO (spin up / spin down)	-7.84 / -8.06	eV
frontier orbital gap (spin up / spin down)	6.880 / 7.130	eV
LUMO (spin up / spin down)	-1.0 / -0.9	eV
calculated total energy	-78034.797	eV



# 6
A structure of composition C17H32ClIO9S at a distorted geometry, computed with the ωB97M-V functional and the def2-TZVPD basis.

Last column: Löwdin charge in e.
Element x y z (Å)
O1 -1.96872 2.29195 -4.32754  0.0938
C1 -0.83715 2.24169 -4.44191  -0.8290
I1 0.12559 1.28107 -6.13028  0.8746
C2 0.14149 2.86012 -3.44780  -0.2738
O2 -0.38986 2.85016 -2.10598  -0.3096
S1 0.88747 2.79063 -1.05431  0.8714
O3 0.41130 3.36619 0.15092  -0.3519
O4 1.04326 1.13951 -0.80194  -0.8360
Cl1 2.47127 0.54108 -1.45820  0.6810
H1 0.41980 3.88311 -3.71372  0.1358
H2 1.04756 2.24804 -3.47016  0.0525
C3 -0.39555 0.90299 2.01106  -0.0265
C4 -0.67713 0.06836 3.23493  -0.4784
O5 -0.34208 0.43466 4.34157  0.0528
C5 -1.39195 -1.24274 3.02360  -0.0322
H3 0.12091 1.81532 2.30049  0.0774
H4 0.23752 0.34528 1.32190  0.0659
H5 -1.33236 1.17185 1.52006  0.0954
H6 -0.80082 -1.88939 2.37418  0.0767
H7 -2.37083 -1.06574 2.57550  0.0890
H8 -1.52966 -1.74115 3.97917  0.0721
C6 1.97082 1.50004 6.03711  -0.0326
C7 2.39884 2.57239 7.00490  -0.5056
O6 3.43495 3.18320 6.86397  0.0579
C8 1.47387 2.85542 8.16513  -0.0282
H9 2.72268 1.39972 5.25613  0.0834
H10 1.87269 0.54553 6.55674  0.0883
H11 1.02171 1.76628 5.57690  0.0602
H12 1.35444 1.95809 8.77440  0.0821
H13 0.50064 3.18151 7.79506  0.0838
H14 1.89910 3.64547 8.78162  0.0776
C9 -3.98259 -5.71294 2.25575  -0.0236
C10 -3.55924 -4.64319 3.23277  -0.4951
O7 -2.52429 -4.03316 3.09227  0.0602
C11 -4.48405 -4.36740 4.39313  -0.0201
H15 -3.23003 -5.80716 1.47539  0.0807
H16 -4.07956 -6.67061 2.76973  0.0848
H17 -4.93495 -5.44345 1.79630  0.0854
H18 -4.60240 -5.26759 4.99835  0.0855
H19 -5.45782 -4.04041 4.02491  0.0859
H20 -4.06022 -3.58000 5.01349  0.0811
C12 -1.01702 3.13079 -10.63602  -0.0224
C13 -0.13640 3.84251 -9.63838  -0.5069
O8 0.49664 3.23272 -8.80760  -0.0201
C14 -0.08057 5.34829 -9.72236  -0.0237
H21 -0.96409 2.05771 -10.46304  0.0813
H22 -2.05204 3.45602 -10.51898  0.0857
H23 -0.67710 3.34153 -11.65132  0.0850
H24 -1.07569 5.76815 -9.56648  0.0852
H25 0.29947 5.65389 -10.69849  0.0849
H26 0.58623 5.72821 -8.95081  0.0809
C15 4.09273 -4.49886 -0.63076  -0.0242
C16 3.06282 -3.44110 -0.31683  -0.5016
O9 2.79177 -2.56808 -1.10902  0.0243
C17 2.38487 -3.51942 1.02930  -0.0172
H27 4.49839 -4.32365 -1.62523  0.0807
H28 4.90646 -4.45467 0.09494  0.0851
H29 3.63150 -5.48747 -0.60724  0.0847
H30 3.12545 -3.43302 1.82607  0.0876
H31 1.85020 -4.46587 1.12443  0.0872
H32 1.67173 -2.70240 1.12223  0.0709

Cartesian forces, eV/Å:
O -4.3 0.0 0.2
C 3.8 0.3 0.1
I 0.0 0.1 0.2
C 0.8 -0.6 0.3
O 0.3 -0.3 0.2
S 1.0 0.7 -1.4
O -0.8 -0.2 0.9
O -0.6 0.0 0.1
Cl 0.0 0.1 -0.1
H -0.2 -0.1 -0.3
H 0.0 0.1 -0.2
C 0.1 0.1 0.4
C 0.0 0.0 0.0
O -0.1 -0.1 -0.1
C 0.1 0.2 0.4
H 0.0 0.0 0.0
H -0.2 0.0 -0.1
H 0.1 -0.1 -0.2
H -0.2 0.0 -0.1
H 0.1 -0.1 -0.2
H 0.0 0.0 0.0
C 0.4 0.2 0.0
C 0.2 0.0 -0.1
O -0.1 0.0 0.1
C 0.2 0.2 0.1
H 0.0 0.0 0.0
H -0.2 0.0 0.0
H -0.1 -0.2 0.1
H -0.2 0.0 -0.1
H -0.1 -0.2 0.0
H 0.0 0.0 0.0
C 0.2 0.1 -0.1
C 0.1 0.0 0.0
O -0.1 -0.1 0.0
C 0.2 0.2 0.1
H 0.0 0.0 0.0
H -0.2 0.0 0.0
H -0.1 -0.1 0.1
H -0.2 0.0 -0.1
H -0.1 -0.2 0.0
H 0.0 0.0 0.0
C 0.1 -0.2 0.1
C 0.1 -0.1 0.1
O 0.0 0.1 -0.1
C 0.2 0.0 0.2
H 0.0 0.0 0.0
H 0.0 0.1 -0.1
H -0.1 0.1 0.0
H 0.0 0.0 -0.2
H -0.2 0.0 0.0
H 0.0 0.0 0.0
C 0.0 0.1 -0.2
C 0.0 0.1 -0.1
O 0.0 -0.1 0.0
C -0.1 0.2 -0.1
H 0.0 0.0 0.0
H -0.1 -0.1 0.1
H 0.1 0.0 0.2
H 0.0 -0.2 0.0
H 0.1 -0.1 0.1
H 0.0 0.0 0.0

Results
2S+1	1
molar mass	574.86	g mol⁻¹
largest force on an atom	0.084	Eh/bohr
relative energy (zero: lowest compared OMol25 entry of this formula, charge and spin)	11.14	kcal per mole
E_HOMO	-8.99	eV
frontier orbital gap	8.746	eV
LUMO	-0.2	eV
calculated total energy	-68030.061	eV